DFT (wB97M-V/def2-TZVPD) results for a 13-piece molecular cluster, C52H104O31 overall at a distorted geometry.

## Properties
relative energy (zero: lowest compared OMol25 entry of this formula, charge and spin): 0.0 kcal per mole
energy: -4376.0615 a.u.
LUMO energy: 0.481 eV
Kohn-Sham gap: 9.810 eV

```
187
Properties=species:S:1:pos:R:3:forces:R:3
C 5.608125 -12.568137 3.126861 0.4 -0.1 0.3
C 6.660048 -12.291766 4.220005 -1.6 0.4 -1.1
O 7.919759 -12.671209 3.672709 -0.4 -0.2 0.3
C 9.050977 -12.302997 4.230648 1.6 1.9 2.3
O 9.236259 -11.453172 5.139860 -0.7 -2.7 -2.8
O 10.023914 -13.035834 3.626940 -1.7 0.8 0.5
C 11.329088 -12.880710 4.125280 0.7 0.1 -0.1
H 4.639254 -12.541504 3.625542 -0.2 0.4 -0.4
H 5.686815 -13.535774 2.631286 0.3 -0.2 0.3
H 5.710932 -11.838782 2.323387 -0.3 0.2 0.2
H 6.333116 -12.795312 5.129759 0.9 -0.5 0.1
H 6.553774 -11.227865 4.431934 0.7 0.1 0.1
H 11.688903 -11.854696 4.048293 -0.1 0.0 -0.2
H 11.886622 -13.547591 3.467616 0.3 0.2 0.4
H 11.398853 -13.160825 5.176362 0.0 -0.3 -0.1
C 14.591228 -12.988854 -3.855495 0.1 0.3 -0.8
C 13.453452 -12.429605 -4.741208 0.4 -0.9 0.4
O 12.551779 -11.675111 -3.925585 0.3 0.2 0.4
C 11.311837 -11.394053 -4.335076 0.9 -1.3 -1.1
O 10.836269 -11.732905 -5.393455 -0.2 0.2 0.2
O 10.734774 -10.754758 -3.359593 0.5 0.5 1.4
C 9.382979 -10.447348 -3.472404 -1.3 0.8 -0.6
H 15.446824 -12.316224 -3.795176 -0.3 0.3 0.5
H 15.001398 -13.864458 -4.358655 -0.2 -0.1 -0.1
H 14.240001 -13.347797 -2.888078 0.0 0.3 0.0
H 12.981028 -13.325914 -5.143122 -0.5 0.4 -0.2
H 13.815006 -11.796057 -5.551150 0.0 -0.1 0.0
H 8.767987 -11.347249 -3.464651 0.0 0.1 -0.2
H 9.235560 -9.860228 -4.378854 -0.3 -0.3 -0.2
H 9.079731 -9.793827 -2.654465 0.3 -0.3 0.2
C 10.123577 -15.343057 -4.979527 0.3 -0.1 1.6
C 11.202692 -16.395957 -5.006929 0.0 -0.8 -1.3
O 12.339557 -15.992756 -4.235642 -0.2 1.1 1.1
C 13.134231 -16.858321 -3.610934 1.3 -0.9 -2.1
O 13.028585 -18.052384 -3.682183 -0.5 -0.6 0.8
O 14.229616 -16.223225 -3.194497 0.0 1.8 0.6
C 15.363541 -16.892168 -2.630630 -0.3 -1.3 -0.5
H 10.566861 -14.351036 -5.066065 -0.3 0.0 -0.7
H 9.714197 -15.352926 -3.969376 -0.3 0.0 0.2
H 9.291993 -15.583314 -5.641965 0.3 0.3 -0.3
H 11.559094 -16.515353 -6.030068 0.2 0.1 -0.1
H 10.825463 -17.388055 -4.758834 0.2 0.1 0.6
H 15.183645 -17.145305 -1.585809 -0.1 -0.2 -0.1
H 16.306831 -16.349352 -2.691071 -0.7 0.9 -0.2
H 15.549590 -17.762499 -3.259934 -0.2 -0.4 0.4
C 3.099428 -15.356382 -2.626039 -1.2 0.8 0.4
C 3.111702 -15.391326 -4.140196 1.6 0.3 -0.3
O 2.105894 -16.232184 -4.638207 -2.0 -1.5 -1.3
C 1.884981 -16.406671 -5.991343 4.0 2.2 -1.5
O 2.423310 -15.701669 -6.877490 -1.9 -1.5 2.4
O 1.272218 -17.535668 -6.197936 -1.7 -0.9 0.8
C 1.041970 -18.147822 -7.498166 0.5 0.7 0.4
H 3.628494 -14.487736 -2.234042 0.5 -0.1 -0.2
H 3.450576 -16.245185 -2.101802 0.1 0.0 -0.4
H 2.089586 -15.153508 -2.269445 -0.3 -0.2 0.0
H 4.086192 -15.809281 -4.392744 0.1 -0.2 -0.5
H 3.072893 -14.430803 -4.653983 -0.2 0.2 0.4
H 1.025522 -17.386343 -8.277897 0.4 -0.1 0.0
H 0.083100 -18.665938 -7.512885 0.1 0.2 0.5
H 1.849617 -18.877125 -7.560931 -0.1 0.1 -0.6
C 12.386122 -15.681411 0.142970 -0.9 0.9 1.4
C 13.052660 -16.689953 1.064087 0.8 -0.8 -2.7
O 13.110357 -16.368878 2.408640 0.8 2.1 2.5
C 14.073665 -15.462526 2.795394 1.7 1.0 -1.2
O 15.014983 -15.071425 2.061760 -3.1 -1.2 2.8
O 13.796843 -15.059480 4.096899 -0.2 -1.6 -2.2
C 14.669797 -14.211343 4.797980 1.1 0.9 0.5
H 11.371879 -15.461204 0.476013 -0.4 -0.5 -0.1
H 12.340002 -15.979698 -0.904405 0.3 0.0 0.2
H 12.839904 -14.704775 0.311423 0.6 0.0 -0.6
H 14.065677 -16.774329 0.670653 0.3 -0.3 0.2
H 12.586750 -17.671105 0.972525 -0.1 0.2 0.3
H 15.669230 -14.601099 4.991205 0.1 -0.4 -0.6
H 14.296820 -14.065959 5.811817 -0.6 -0.1 -0.3
H 14.781578 -13.235404 4.325605 -0.1 -0.1 -0.2
C 6.835724 -13.516671 -5.560387 1.4 -1.1 0.9
C 5.874950 -12.515214 -5.974804 -0.8 2.0 0.6
O 5.572928 -12.689551 -7.339639 -0.2 -1.1 -1.9
C 4.908160 -11.771512 -7.996248 -1.7 4.0 0.7
O 4.509646 -10.698946 -7.463354 0.8 -2.9 -1.8
O 4.750361 -12.078302 -9.310628 0.6 -1.8 1.2
C 3.956851 -11.342639 -10.224802 0.0 2.0 0.7
H 7.782420 -13.456744 -6.097290 -0.2 -0.3 -0.4
H 6.385415 -14.509303 -5.562344 0.3 -0.2 -0.2
H 7.124911 -13.301504 -4.531720 -0.2 0.0 0.2
H 6.259622 -11.504740 -5.836754 0.0 0.1 0.1
H 4.985175 -12.598643 -5.350754 -0.3 0.1 -0.3
H 4.407856 -10.350978 -10.260974 -0.1 0.2 -0.4
H 2.933567 -11.165713 -9.893606 0.0 -0.4 0.3
H 3.942915 -11.761616 -11.230958 0.4 -0.5 0.5
C 6.058859 -17.981508 -0.364785 -1.1 1.3 0.3
C 4.760977 -17.788255 0.561571 1.8 -1.1 -0.5
O 4.179744 -16.477448 0.448857 0.4 -0.4 -1.3
C 3.712779 -15.737629 1.414747 0.2 0.6 2.4
O 3.299311 -14.603841 1.235601 0.4 -1.8 0.7
O 3.846646 -16.410032 2.651113 -0.4 0.1 -2.4
C 3.614883 -15.729542 3.870277 0.1 0.8 -0.8
H 5.832291 -17.868074 -1.424924 -0.4 -0.3 -0.1
H 6.550663 -18.942822 -0.216089 -0.3 0.0 0.3
H 6.792913 -17.191983 -0.203796 0.0 0.0 0.5
H 5.049750 -18.021044 1.586528 -0.1 0.3 -0.1
H 4.033565 -18.531240 0.234565 -0.3 0.2 0.1
H 4.170687 -14.797453 3.768366 -0.1 0.1 0.7
H 4.005840 -16.390090 4.644187 -0.1 0.3 0.0
H 2.555722 -15.502107 3.990905 0.0 -0.1 0.2
C 3.404436 -7.489640 -6.192270 0.8 -0.5 0.9
C 4.379536 -8.417981 -5.418100 -0.9 -0.3 0.5
O 4.564288 -7.923623 -4.043272 0.1 0.3 -0.7
C 5.269727 -8.680850 -3.208622 0.0 -2.7 -0.5
O 5.634369 -9.861021 -3.399067 -0.5 2.7 0.5
O 5.407336 -7.970569 -2.108048 1.1 1.0 1.5
C 6.054914 -8.488428 -0.914338 -0.4 -1.8 0.3
H 2.431850 -7.395154 -5.709311 0.2 0.2 0.4
H 3.142851 -7.886093 -7.173330 0.6 -0.1 -0.1
H 3.921186 -6.532415 -6.261402 -0.5 0.2 -0.3
H 5.369333 -8.449537 -5.873531 -0.2 -0.2 -0.1
H 3.970463 -9.418768 -5.279570 0.2 0.0 -0.5
H 7.109764 -8.762546 -0.930112 0.2 0.3 -1.2
H 5.548441 -9.420711 -0.664457 -0.1 0.1 0.0
H 5.988643 -7.888431 -0.006750 -0.7 0.8 -0.8
C 2.140258 -10.172611 0.116391 -0.5 -0.9 0.4
C 2.794023 -11.190699 1.122084 0.0 2.0 -1.1
O 3.022821 -10.495513 2.376809 0.4 0.2 0.8
C 3.941974 -9.526009 2.525517 -0.1 -1.4 2.9
O 4.633380 -9.020938 1.711538 0.5 0.6 -0.9
O 4.050847 -9.293892 3.926961 -1.4 -1.8 -1.3
C 5.125567 -8.550526 4.447728 0.2 1.4 -1.0
H 2.382752 -10.398968 -0.921914 0.2 -0.1 0.1
H 2.392374 -9.132100 0.321026 0.4 -0.2 0.1
H 1.053111 -10.217760 0.180863 -0.1 -0.1 0.1
H 3.713730 -11.562782 0.670634 0.3 0.1 0.4
H 2.183975 -12.057219 1.377183 -0.1 0.3 0.0
H 6.083446 -9.070609 4.438154 0.0 -0.1 -0.4
H 4.977030 -8.217914 5.475051 -0.7 -0.5 0.0
H 5.106747 -7.650058 3.833810 1.0 0.2 0.1
C 9.739809 -19.117300 -2.306851 0.8 -0.5 -1.4
C 9.941885 -20.225326 -1.298687 -0.7 -0.6 0.6
C 10.913500 -19.636904 -0.310615 0.7 1.5 0.3
O 10.606530 -18.198303 -0.286263 0.0 -1.3 0.2
C 10.301830 -17.859850 -1.629472 -0.4 0.0 -0.3
H 8.729185 -19.095774 -2.714631 -0.2 0.4 0.5
H 10.324855 -19.410771 -3.178448 0.3 0.5 -0.2
H 10.341638 -21.158402 -1.695779 -0.1 0.1 -0.2
H 8.938568 -20.419222 -0.919407 0.3 -0.3 0.8
H 11.948943 -19.722036 -0.640332 0.1 -0.1 -0.8
H 11.034563 -20.028978 0.699202 -1.0 0.1 0.2
H 11.204650 -17.551928 -2.156930 0.0 0.1 0.1
H 9.582399 -17.041008 -1.634314 0.0 0.1 0.2
C 9.609899 -16.847021 3.133293 0.7 -1.3 -1.1
C 8.636018 -16.998240 4.322786 -0.3 0.9 -1.7
C 7.426476 -16.333212 3.699998 0.0 0.0 -0.5
O 7.490856 -16.533264 2.247692 -1.7 0.6 1.0
C 8.756352 -16.966715 1.811051 0.6 0.2 2.2
H 10.360132 -17.635531 3.074220 0.2 0.0 0.3
H 10.152154 -15.901472 3.134946 -0.2 0.1 0.3
H 8.928225 -16.344174 5.144317 0.2 -0.8 0.4
H 8.256455 -17.992122 4.559939 1.1 -0.2 0.3
H 7.467222 -15.286963 4.002991 -0.3 0.4 -0.7
H 6.540010 -16.791479 4.138477 -0.4 0.2 -0.6
H 9.124457 -16.340373 0.998465 0.0 0.1 0.0
H 8.723276 -17.994705 1.450139 -0.1 -0.1 0.0
C 11.568088 -10.401183 -0.292993 -0.6 0.1 -0.3
C 12.505489 -11.521795 -0.613291 1.6 -0.7 -0.6
C 13.023183 -11.975446 0.763066 -0.6 -0.2 -1.4
O 13.070797 -10.788482 1.492235 0.1 0.8 0.8
C 11.923994 -10.025621 1.118190 -0.5 0.4 0.9
H 10.545284 -10.769840 -0.370840 -0.2 0.4 -0.1
H 11.751698 -9.523785 -0.913127 -0.4 -0.3 -0.4
H 13.348962 -11.134325 -1.184704 0.1 0.0 -0.1
H 12.096342 -12.328373 -1.221660 -0.2 0.0 0.1
H 13.997308 -12.463876 0.738093 0.0 0.1 0.1
H 12.266375 -12.678927 1.110124 -0.1 -0.2 0.8
H 12.057792 -8.946166 1.188664 0.8 -0.1 0.2
H 11.105041 -10.204832 1.814819 -0.2 -0.5 0.2
C 7.037065 -13.151384 -1.546519 -0.8 -0.4 -0.2
C 7.713796 -14.274955 -0.802239 0.3 1.0 0.5
C 8.662826 -13.399312 0.095303 0.4 -1.0 -0.2
O 8.227841 -12.030609 0.102157 -1.1 -0.9 -0.2
C 6.914049 -12.064494 -0.494097 0.9 0.3 -1.1
H 6.071378 -13.467876 -1.940713 -0.1 0.2 -0.2
H 7.682978 -12.817472 -2.358554 -0.1 0.2 0.0
H 8.204123 -14.981803 -1.471599 0.3 0.1 0.1
H 6.983007 -14.829878 -0.213930 0.1 0.0 0.2
H 9.659185 -13.384013 -0.346452 0.2 -0.2 0.2
H 8.672174 -13.821030 1.100374 0.2 0.2 0.2
H 6.761429 -11.118953 -1.014443 -0.3 0.1 0.5
H 6.128414 -12.307000 0.221507 0.0 0.1 0.2
```
Positions in Å, forces in eV/Å.

These are the Löwdin partial charges, in e, on atoms 1 to 8:
1 C -0.05
2 C -0.18
3 O 0.03
4 C -0.53
5 O 0.08
6 O -0.03
7 C -0.05
8 H 0.08